{"formula": "C3H6ClF3NP", "method": "ωB97M-V/def2-TZVPD", "orbital_gap_ev": [7.4, 7.3], "total_charge": 0, "total_energy_ha": -1273.7391, "e_above_lowest_kj_mol": 160.0, "e_lumo_ev": [0.118, -0.258], "homo_energy_ev": [-7.235, -7.590], "symbols": ["Cl", "P", "F", "F", "F", "N", "C", "C", "C", "H", "H", "H", "H", "H", "H"], "xyz": [[-3.0214, 1.4161, -1.6403], [-1.7593, 1.5586, -0.1392], [0.7594, -2.5666, 2.9489], [1.9243, -0.8407, 2.2780], [-0.0190, -0.5714, 3.1261], [-0.4275, 0.7896, -0.8181], [0.7189, -1.4005, 2.3696], [-0.3957, 0.3723, -2.1961], [0.7409, 0.5945, -0.0369], [0.4058, -1.4403, 1.4034], [-0.7827, 1.0494, -3.0089], [0.6634, 0.0586, -2.4586], [1.7317, 0.6138, -0.4959], [0.5443, 0.8894, 1.0541], [-1.0829, -0.5229, -2.3860]], "atomic_forces_ev_per_a": [[-1.618, -0.151, -1.280], [0.802, 0.401, 1.622], [0.334, -1.078, 0.621], [1.205, -0.146, 0.616], [-0.341, -0.071, 0.031], [2.361, 0.080, 0.760], [0.575, 1.543, 1.595], [0.355, -1.867, -2.437], [-2.539, 0.876, 0.540], [-1.719, -0.437, -2.708], [0.658, 0.094, 1.384], [-1.324, 0.381, 0.323], [-0.538, -0.081, 0.083], [0.732, -0.409, -1.811], [1.058, 0.863, 0.661]]}